1.
C3H5Cl2NO4 | ωB97M-V with the def2-TZVPD basis set

As for the total charge: 0. The calculation puts the molar mass at 190.0 Da. The value obtained for the lowest unoccupied orbital energy is 0.00858 Ha. The HOMO energy comes out at -10.11 eV. Its structure (SMILES) is N[C@@](O)(C(=O)O)C(O)(Cl)Cl.

```
15
Properties=species:S:1:pos:R:3:nbo_charge:R:1
N -1.04581 1.13789 0.17491 -0.86
C -0.16665 0.05224 0.54290 0.19
O 0.02204 0.00460 1.94741 -0.69
C -0.76367 -1.16725 0.00176 0.75
O -0.62572 -2.27205 0.54459 -0.55
O -1.42426 -1.00224 -1.17247 -0.68
C 1.17215 0.22203 -0.22658 0.28
O 1.09490 0.31751 -1.60706 -0.70
Cl 2.52742 -0.88214 0.40666 -0.02
Cl 1.66658 1.88713 0.25366 -0.02
H -1.71833 1.50179 0.86143 0.40
H -0.62184 1.96119 -0.16054 0.38
H -0.00912 -0.92106 2.24149 0.50
H -1.11571 -0.27792 -1.78303 0.52
H 1.00803 -0.56172 -2.02514 0.50
```


2.
C11H30O5Si | ωB97M-V with the def2-TZVPD basis set

As for the total charge: 0. The calculation puts the molar mass at 270.4 Da. The value obtained for the lowest unoccupied orbital energy is 0.02739 Ha. The HOMO energy comes out at -9.10 eV. Its structure (SMILES) is COCCC[SiH2]COO.CC(C)O.CC(C)O.

```
47
Properties=species:S:1:pos:R:3:nbo_charge:R:1
C 3.71380 -0.06182 0.73680 -0.26
O 3.69574 1.11422 -0.04447 -0.54
C 3.32283 2.28318 0.65638 -0.05
C 2.00055 2.19663 1.39358 -0.43
C 0.86542 1.60447 0.53563 -0.87
Si -0.51883 2.83692 0.14100 1.10
C -2.18103 1.92450 0.28428 -0.49
O -2.12274 0.97036 1.32790 -0.30
O -3.42637 0.96200 1.90440 -0.46
H 4.52568 -0.68813 0.39746 0.18
H 3.87103 0.11838 1.78989 0.17
H 2.80530 -0.61686 0.56163 0.18
H 4.12091 2.56818 1.33559 0.16
H 3.24955 3.06992 -0.07913 0.18
H 2.13337 1.60416 2.28238 0.20
H 1.73110 3.18878 1.71932 0.21
H 1.24408 1.20329 -0.39322 0.24
H 0.45452 0.76122 1.06537 0.25
H -0.34723 3.30872 -1.24700 -0.17
H -0.41160 3.93623 1.12594 -0.19
H -2.35737 1.40778 -0.65401 0.19
H -3.01527 2.58974 0.45659 0.23
H -3.25893 0.43347 2.69934 0.46
C -2.75450 -0.04687 -4.03267 -0.63
C -3.91216 0.68945 -3.37526 0.09
C -5.22441 0.43178 -4.10002 -0.63
O -3.64155 2.09018 -3.32228 -0.72
H -2.61998 0.29566 -5.06232 0.20
H -1.82392 0.14852 -3.49879 0.22
H -2.92718 -1.12380 -4.04846 0.21
H -4.00284 0.36845 -2.33680 0.18
H -5.16660 0.78889 -5.13194 0.20
H -6.04078 0.96594 -3.61377 0.22
H -5.46547 -0.63191 -4.11758 0.21
H -3.55573 2.41067 -4.22729 0.46
C 1.48881 -4.51195 1.85925 -0.63
C 2.20961 -3.18402 2.03421 0.09
C 3.41994 -3.31768 2.94629 -0.63
O 1.31418 -2.19670 2.54611 -0.72
H 1.12075 -4.87605 2.82239 0.20
H 0.62644 -4.39440 1.20296 0.22
H 2.14938 -5.26924 1.43489 0.21
H 2.53071 -2.81600 1.05980 0.17
H 3.11212 -3.64441 3.94330 0.20
H 3.92221 -2.35617 3.05834 0.22
H 4.13597 -4.04067 2.55310 0.21
H 1.01049 -2.49504 3.41090 0.46
```